Below is 4 unconnected molecules or ions with the total composition C28H45ClF18INO6P in a non-equilibrium geometry, with properties calculated with ωB97M-V/def2-TZVPD.

```
101
Properties=species:S:1:pos:R:3:mulliken_charge:R:1
C 7.08 -1.40 2.92 -0.78
C 5.66 -0.62 2.92 -0.40
O 5.09 -0.86 1.62 -0.11
C 3.86 -0.13 1.42 -0.82
C 3.94 0.43 -0.09 -0.32
N 2.70 1.30 -0.30 0.03
C 2.30 1.36 -1.76 0.98
C 0.81 0.78 -1.71 -1.98
C -0.24 1.67 -0.88 -0.56
C -1.68 1.38 -1.54 0.67
F -1.71 1.96 -2.84 -0.34
F -1.74 -0.01 -1.74 -0.34
C -2.90 2.00 -0.72 0.47
F -2.34 2.59 0.45 -0.33
F -3.37 3.11 -1.47 -0.29
C -4.08 1.00 -0.35 0.75
F -4.54 0.34 -1.52 -0.30
F -3.53 -0.03 0.45 -0.31
C -5.26 1.63 0.52 0.56
F -5.23 1.05 1.81 -0.29
F -5.13 3.01 0.74 -0.30
C -6.73 1.39 -0.05 0.52
F -7.59 2.21 0.74 -0.26
F -6.91 1.89 -1.36 -0.27
C -7.29 -0.10 0.13 0.48
F -6.28 -1.07 0.25 -0.28
F -7.96 -0.11 1.38 -0.27
C -8.37 -0.53 -0.95 0.73
F -9.35 0.46 -1.18 -0.26
F -7.67 -0.78 -2.16 -0.27
C -9.17 -1.87 -0.62 0.56
F -9.29 -2.68 -1.77 -0.24
F -10.50 -1.61 -0.22 -0.23
F -8.61 -2.67 0.37 -0.22
C 2.26 2.77 -2.49 -1.07
C 3.25 3.89 -1.86 -0.53
C 2.39 5.01 -1.06 -1.02
I 4.31 4.93 -3.47 0.15
C 3.36 0.34 -2.46 1.62
C 2.72 -0.51 -3.69 -1.37
O 1.98 -1.66 -3.25 -0.18
C 2.56 -2.92 -3.66 0.19
C 1.35 -3.86 -4.18 -1.12
P 4.87 1.15 -3.34 0.21
O 5.79 2.06 -2.20 -0.52
Cl 6.21 -0.33 -4.03 -0.22
C 3.66 -0.68 -1.25 -0.50
C 4.76 -1.81 -1.40 -0.78
C 4.55 -3.09 -0.47 -0.07
F 4.76 -4.31 -1.22 -0.39
H 7.66 -1.21 3.88 0.39
H 6.93 -2.53 2.77 -0.01
H 7.64 -1.01 2.00 0.27
H 5.06 -1.07 3.78 0.27
H 5.92 0.48 3.10 0.35
H 3.88 0.74 2.17 0.37
H 2.92 -0.76 1.60 0.37
H 4.95 0.94 -0.08 -0.03
H 2.04 0.80 0.34 0.71
H 2.85 2.18 0.22 0.71
H 0.42 0.69 -2.77 0.56
H 0.82 -0.28 -1.27 0.11
H 0.01 2.77 -0.83 0.32
H -0.25 1.25 0.19 0.41
H 1.22 3.27 -2.50 0.28
H 2.55 2.72 -3.60 0.76
H 3.96 3.46 -1.07 0.43
H 1.75 4.47 -0.26 0.19
H 1.76 5.65 -1.74 0.38
H 3.14 5.63 -0.46 0.42
H 3.47 -0.71 -4.52 0.60
H 1.94 0.21 -4.15 0.14
H 2.95 -3.44 -2.71 -0.11
H 3.42 -2.85 -4.40 0.34
H 1.53 -4.27 -5.22 0.30
H 1.13 -4.69 -3.42 0.32
H 0.40 -3.22 -4.22 0.25
H 6.30 1.45 -1.62 0.33
H 2.76 -1.27 -0.84 0.15
H 4.92 -2.19 -2.46 0.41
H 5.77 -1.33 -1.09 0.41
H 5.40 -3.09 0.31 -0.05
H 3.55 -3.09 0.08 0.24
C -9.93 0.88 3.76 -0.44
O -9.00 1.80 4.33 -0.48
H -10.60 0.54 4.54 0.30
H -10.50 1.39 2.98 0.25
H -9.39 0.03 3.34 0.14
H -8.41 2.09 3.63 0.27
C -6.50 1.73 6.30 -0.41
O -5.63 1.73 7.43 -0.54
H -6.31 2.62 5.71 0.20
H -6.31 0.84 5.69 0.20
H -7.54 1.73 6.64 0.25
H -5.82 0.93 7.94 0.30
C 7.71 -5.28 2.14 -0.53
O 6.71 -5.02 3.11 -0.52
H 8.42 -4.46 2.13 0.23
H 8.24 -6.21 2.40 0.32
H 7.26 -5.38 1.15 0.21
H 6.10 -5.77 3.10 0.30
```

Computed properties:
**HOMO level**: -0.4152 Ha
**M**: 1026.964 g mol⁻¹
**2S+1**: 1
**DFT total energy**: -122354.1103 eV
**Charge**: +1